Entry from the Open Molecules 2025 dataset: 9 unconnected molecules or ions with the total composition C27H50O27 in a non-equilibrium geometry (ωB97M-V with the def2-TZVPD basis set).

Output
- DFT total energy: -3090.1654 hartree
- Molar mass: 806.670 g mol⁻¹
- Frontier orbital gap: 10.4 eV
- Maximum force: 0.12645 Eh/bohr
- ΔE to the lowest compared entry with this formula, charge and spin: 120.4 kcal per mole

XYZ file:
```
104
C27H50O27, DFT ωB97M-V with the def2-TZVPD basis set
C 11.30 1.27 -0.54
C 9.97 1.96 -0.71
O 9.58 1.62 -2.03
C 10.68 1.21 -2.69
O 10.78 1.12 -3.89
O 11.65 0.88 -1.84
H 11.19 0.37 0.08
H 12.07 1.90 -0.10
H 10.03 3.05 -0.61
H 9.28 1.60 0.05
C -4.26 -0.89 -5.72
C -3.47 -0.44 -6.94
O -3.74 0.95 -7.11
C -4.24 1.46 -6.06
O -4.20 2.64 -5.80
O -4.60 0.41 -5.19
H -3.62 -1.38 -4.99
H -5.26 -1.32 -5.79
H -3.62 -1.05 -7.83
H -2.39 -0.47 -6.81
C -0.46 7.85 -2.42
O 0.47 8.32 -1.47
C 0.11 8.72 -0.28
O -1.08 8.97 0.00
O 1.07 8.82 0.52
C 0.79 9.05 1.94
H -1.23 8.54 -2.77
H -0.96 6.94 -2.11
H -0.06 7.50 -3.37
H 0.59 10.10 2.18
H 1.66 8.80 2.55
H -0.03 8.43 2.30
C 5.01 6.15 -9.76
O 4.17 5.00 -9.89
C 4.28 3.98 -9.15
O 4.95 3.88 -8.14
O 3.51 3.09 -9.69
C 3.42 1.82 -9.07
H 4.86 6.67 -10.71
H 6.02 5.72 -9.76
H 4.86 6.76 -8.87
H 2.83 1.96 -8.16
H 4.41 1.40 -8.89
H 2.97 1.19 -9.83
C -2.15 -6.80 6.77
O -1.55 -8.02 6.28
C -1.23 -7.98 4.95
O -1.34 -6.98 4.22
O -0.61 -9.11 4.64
C -0.15 -9.28 3.29
H -2.62 -6.13 6.06
H -1.42 -6.22 7.34
H -2.99 -7.07 7.41
H 0.35 -10.25 3.25
H 0.59 -8.51 3.07
H -0.93 -9.17 2.53
C 1.14 -2.91 -1.13
O 1.51 -1.61 -0.78
C 1.38 -0.64 -1.69
O 0.96 -0.74 -2.83
O 1.99 0.43 -1.21
C 2.52 1.36 -2.09
H 1.93 -3.24 -1.80
H 0.22 -2.87 -1.71
H 1.08 -3.54 -0.25
H 1.77 1.65 -2.82
H 3.43 1.08 -2.61
H 2.84 2.29 -1.61
C -2.77 -0.58 4.44
O -3.35 -0.34 5.70
C -4.57 0.11 5.81
O -5.45 0.14 4.88
O -4.74 0.31 7.10
C -6.07 0.90 7.39
H -2.43 -1.62 4.45
H -1.92 0.08 4.29
H -3.45 -0.54 3.60
H -6.14 1.87 6.89
H -6.09 1.04 8.47
H -6.96 0.33 7.11
C -5.60 -7.55 -0.09
O -5.46 -8.93 0.41
C -6.38 -9.62 1.07
O -7.48 -9.28 1.51
O -5.94 -10.85 1.04
C -6.48 -11.77 2.02
H -4.82 -7.34 -0.82
H -5.47 -6.79 0.68
H -6.60 -7.20 -0.38
H -6.52 -11.45 3.06
H -5.95 -12.72 1.93
H -7.54 -11.89 1.81
C -1.66 5.29 6.89
O -0.99 4.74 5.78
C 0.36 4.65 5.68
O 1.17 4.91 6.53
O 0.60 4.10 4.44
C 1.88 3.49 4.26
H -2.67 4.92 6.73
H -1.89 6.36 6.84
H -1.29 5.12 7.90
H 2.38 3.19 5.18
H 2.65 4.06 3.75
H 1.65 2.55 3.75
```